A structure of composition C22H17N2O2ReS in a non-equilibrium geometry, computed with ωB97M-V/def2-TZVPD.

Results
M = 559.66 g/mol
Calculated total energy = -1584.621355 hartree
Total charge = +1
Gap between HOMO and LUMO (spin up / spin down) = 6.261 / 6.418 eV
⟨S²⟩ = 0.758
Spin multiplicity = 2
E_HOMO (spin up / spin down) = -11.3 / -11.3 eV
ΔE to the lowest compared entry with this formula, charge and spin = 27.2 kcal per mole

Atoms and positions in Å:
Re 0.709 -1.301 -1.446
O 2.680 -1.431 -1.469
N 3.341 -1.456 -0.342
N 2.564 -1.512 0.633
O 1.267 -1.579 0.417
C 3.034 -1.532 2.018
C 4.392 -1.631 2.267
C 4.816 -1.610 3.583
C 3.895 -1.495 4.617
C 2.540 -1.410 4.337
C 2.094 -1.429 3.023
H 5.099 -1.722 1.451
H 5.874 -1.684 3.801
H 4.236 -1.474 5.644
H 1.821 -1.324 5.142
H 1.042 -1.360 2.788
C -1.875 3.115 0.816
C -1.839 1.715 1.023
C -1.033 0.925 0.259
C -0.221 1.480 -0.755
C 0.636 0.690 -1.590
C 1.457 1.300 -2.526
C 1.461 2.695 -2.682
C 0.626 3.460 -1.911
C -0.231 2.882 -0.938
C -1.080 3.683 -0.132
H -2.526 3.733 1.423
H -2.453 1.272 1.798
H -1.002 -0.147 0.439
H 2.120 0.705 -3.143
H 2.120 3.157 -3.406
H 0.618 4.538 -2.030
H -1.079 4.758 -0.283
S -0.885 -2.114 -2.779
C -2.518 -1.631 -2.229
C -2.863 -1.551 -0.885
C -4.163 -1.211 -0.538
C -5.108 -0.978 -1.529
C -4.755 -1.085 -2.865
C -3.454 -1.413 -3.226
H -2.130 -1.778 -0.118
H -4.439 -1.138 0.506
H -6.121 -0.713 -1.258
H -5.494 -0.910 -3.638
H -3.171 -1.487 -4.268


A structure of composition C22H17N4RuSe2 in a non-equilibrium geometry, computed with ωB97M-V/def2-TZVPD.

Results
M = 596.40 g/mol
Calculated total energy = -5964.196243 hartree
Total charge = +2
Gap between HOMO and LUMO (spin up / spin down) = 5.084 / 5.715 eV
⟨S²⟩ = 8.784
Spin multiplicity = 6
E_HOMO (spin up / spin down) = -12.0 / -14.3 eV

Atoms and positions in Å:
Ru 0.000 0.000 0.000
C 4.124 0.603 -1.517
C 2.766 0.362 -1.463
N 2.052 0.342 -0.318
C 2.689 0.569 0.848
C 4.080 0.825 0.887
C 4.790 0.838 -0.322
C 4.726 1.059 2.107
C 3.998 1.041 3.291
C 2.621 0.788 3.260
C 1.863 0.763 4.438
C 0.499 0.510 4.378
C -0.062 0.289 3.136
N 0.637 0.305 1.982
C 1.962 0.550 2.030
H 4.650 0.608 -2.465
H 2.192 0.171 -2.366
H 5.860 1.031 -0.338
H 5.795 1.257 2.142
H 4.509 1.224 4.233
H 2.329 0.940 5.404
H -0.109 0.485 5.274
H -1.124 0.086 3.027
Se -3.076 0.272 -2.541
Se -3.282 -1.806 -1.395
C -3.238 -0.921 0.309
C -4.380 -0.907 1.115
C -4.334 -0.264 2.354
C -3.154 0.356 2.771
C -2.034 0.322 1.937
N -2.099 -0.310 0.735
C -1.298 -0.173 -3.117
C -1.043 -0.401 -4.473
C 0.254 -0.719 -4.880
C 1.277 -0.807 -3.933
C 0.983 -0.573 -2.587
N -0.287 -0.264 -2.211
H -5.292 -1.389 0.788
H -5.210 -0.246 2.989
H -3.108 0.857 3.730
H -1.112 0.797 2.246
H -1.839 -0.330 -5.203
H 0.467 -0.896 -5.926
H 2.286 -1.052 -4.239
H 1.765 -0.638 -1.842
H 1.522 0.367 0.943


A structure of composition C22H18BBr3F2O8S in a non-equilibrium geometry, computed with ωB97M-V/def2-TZVPD.

Results
M = 730.97 g/mol
Calculated total energy = -9795.935816 hartree
Gap between HOMO and LUMO = 8.867 eV
E_HOMO = -9.8 eV

Atoms and positions in Å:
C -3.086 -0.709 -2.930
B -1.520 -0.629 -3.248
O -0.995 -1.371 -4.288
C -0.639 0.357 -2.360
C -0.749 1.693 -2.692
C -0.015 2.653 -2.025
C 0.817 2.234 -1.024
C 0.924 0.905 -0.649
C 0.189 -0.069 -1.318
C 0.308 -1.537 -0.958
C -1.051 -2.159 -0.457
C -1.396 -3.353 -1.369
C -0.604 -4.612 -0.962
O 0.263 -4.524 -0.128
O -0.896 -5.783 -1.590
C 1.855 0.626 0.496
O 2.588 -0.333 0.605
C 1.881 1.696 1.585
C 2.026 1.361 2.911
C 2.034 2.375 3.838
C 1.910 3.702 3.498
C 1.950 4.778 4.578
C 2.349 4.258 5.947
O 3.458 3.901 6.214
F 1.347 4.261 6.851
C 1.752 4.038 2.155
S 1.531 5.707 1.592
O 1.227 6.587 2.670
O 0.575 5.776 0.550
F 2.961 6.106 1.083
C 1.763 3.013 1.213
C 1.650 3.255 -0.289
O 2.207 4.158 -0.866
H -3.495 -1.647 -3.322
H -3.603 0.152 -3.384
H -3.280 -0.642 -1.855
H -1.599 -1.249 -5.033
H -1.404 2.029 -3.494
H -0.081 3.706 -2.276
H 1.035 -1.716 -0.167
H 0.689 -2.084 -1.830
H -0.979 -2.467 0.585
H -1.812 -1.394 -0.625
H -2.472 -3.574 -1.395
H -1.105 -3.161 -2.414
H -1.182 -5.568 -2.489
H 2.145 0.330 3.229
H 2.173 2.086 4.875
H 0.986 5.295 4.603
H 2.669 5.538 4.257
C -2.936 -8.797 -1.597
Br -3.261 -8.031 0.142
Br -3.493 -10.639 -1.679
Br -3.740 -7.748 -3.008
H -1.867 -8.779 -1.758


A structure of composition C22H18BClFeN6O, computed with ωB97M-V/def2-TZVPD.

Results
M = 484.54 g/mol
Calculated total energy = -3001.782721 hartree
Gap between HOMO and LUMO (spin up / spin down) = 6.648 / 6.804 eV
E_HOMO (spin up / spin down) = -7.6 / -7.7 eV

Atoms and positions in Å:
Fe -0.565 -0.449 0.096
Cl 2.923 -0.461 -6.163
C 1.984 -0.779 -4.731
C 1.815 -2.107 -4.295
C 1.080 -2.380 -3.177
C 0.480 -1.350 -2.399
O -0.201 -1.677 -1.359
C 0.659 -0.010 -2.865
C 0.053 1.111 -2.234
N -0.573 1.069 -1.100
C -1.162 2.220 -0.532
C -1.375 3.431 -1.139
C -1.955 4.499 -0.423
C -2.329 4.358 0.883
C -2.146 3.116 1.533
C -2.508 2.869 2.879
C -2.296 1.637 3.421
C -1.725 0.621 2.627
N -1.389 0.815 1.375
C -1.575 2.051 0.817
C 1.410 0.241 -4.038
H 2.276 -2.910 -4.857
H 0.945 -3.396 -2.833
H 0.136 2.059 -2.765
H -1.111 3.586 -2.176
H -2.106 5.444 -0.928
H -2.772 5.182 1.427
H -2.947 3.667 3.465
H -2.555 1.422 4.448
H -1.531 -0.369 3.018
H 1.530 1.261 -4.382
B 1.574 -2.462 1.945
N 2.052 -1.147 1.229
C 3.316 -0.716 1.309
C 3.367 0.612 0.921
C 2.047 0.917 0.601
N 1.264 -0.145 0.798
N 0.126 -2.880 1.537
C -0.358 -4.111 1.714
C -1.736 -4.078 1.571
C -2.010 -2.745 1.291
N -0.882 -2.026 1.289
H 1.586 -2.251 3.140
H 2.319 -3.360 1.636
H 4.090 -1.377 1.660
H 4.230 1.251 0.867
H 1.627 1.836 0.223
H 0.306 -4.923 1.957
H -2.429 -4.897 1.650
H -2.954 -2.271 1.067


A structure of composition C22H18BrN3OOsS4Sb, computed with ωB97M-V/def2-TZVPD.

Results
M = 860.57 g/mol
Calculated total energy = -5586.431538 hartree
Total charge = -1
Gap between HOMO and LUMO (spin up / spin down) = 6.571 / 6.000 eV
⟨S²⟩ = 6.028
Spin multiplicity = 5
E_HOMO (spin up / spin down) = -4.2 / -4.1 eV
ΔE to the lowest compared entry with this formula, charge and spin = 6.1 kcal per mole

Atoms and positions in Å:
Os 1.157 0.220 0.909
S 3.000 4.440 1.938
Sb 3.729 2.298 1.931
S 1.927 0.884 2.967
S 2.880 1.235 -0.169
O -0.960 -0.064 1.442
N -1.444 -1.096 2.128
C -2.757 -1.020 2.444
C -3.386 -2.009 3.141
C -2.629 -3.124 3.530
C -1.305 -3.186 3.203
C -0.657 -2.157 2.475
S 0.973 -2.213 2.048
H -3.229 -0.117 2.088
H -4.436 -1.912 3.372
H -3.088 -3.932 4.085
H -0.692 -4.030 3.485
C -1.075 1.478 -3.953
C 0.029 0.679 -4.228
C 0.630 -0.070 -3.232
C 0.135 -0.049 -1.919
C -0.984 0.751 -1.654
C -1.570 1.507 -2.657
N 0.761 -0.748 -0.883
C 1.363 -1.973 -1.215
C 2.654 -2.300 -0.791
C 3.199 -3.544 -1.078
C 2.483 -4.482 -1.805
C 1.203 -4.160 -2.243
C 0.649 -2.927 -1.952
H -1.535 2.071 -4.734
H 0.440 0.652 -5.231
H 1.505 -0.666 -3.457
H -1.388 0.766 -0.651
H -2.431 2.122 -2.418
H 3.226 -1.566 -0.241
H 4.199 -3.774 -0.729
H 2.910 -5.452 -2.026
H 0.623 -4.884 -2.805
H -0.355 -2.688 -2.281
Br -1.362 6.949 1.295
C -0.839 5.139 1.109
C -0.156 4.732 -0.014
C 0.215 3.396 -0.091
N -0.074 2.508 0.854
C -0.727 2.927 1.937
C -1.134 4.235 2.115
H 0.118 5.420 -0.799
H 0.770 3.026 -0.943
H -0.915 2.170 2.688
H -1.651 4.538 3.013


A structure of composition C22H18ClMoN2O7Se, computed with ωB97M-V/def2-TZVPD.

Results
M = 632.75 g/mol
Calculated total energy = -4415.204655 hartree
Total charge = -1
Gap between HOMO and LUMO (spin up / spin down) = 6.338 / 6.257 eV
E_HOMO (spin up / spin down) = -4.3 / -4.2 eV
ΔE to the lowest compared entry with this formula, charge and spin = 0.0 kcal per mole

Atoms and positions in Å:
Mo 0.042 0.211 0.599
C -3.975 -1.461 -0.816
O -4.575 -0.411 -0.066
C -4.055 0.848 -0.164
C -4.959 1.885 -0.159
C -4.545 3.219 -0.226
C -3.206 3.496 -0.317
C -2.257 2.462 -0.291
C -0.877 2.827 -0.454
N 0.107 2.019 -0.322
N 1.366 2.481 -0.735
C 2.180 1.470 -0.715
O 1.817 0.261 -0.391
C 3.587 1.680 -1.134
C 4.372 0.576 -1.440
C 5.691 0.750 -1.839
C 6.228 2.027 -1.926
C 5.444 3.131 -1.610
C 4.126 2.960 -1.215
C -2.662 1.106 -0.197
O -1.827 0.097 -0.171
H -4.758 -2.204 -0.964
H -3.137 -1.905 -0.287
H -3.624 -1.104 -1.786
H -6.009 1.624 -0.099
H -5.275 4.019 -0.221
H -2.857 4.519 -0.393
H -0.630 3.841 -0.763
H 3.940 -0.412 -1.347
H 6.301 -0.113 -2.077
H 7.259 2.164 -2.231
H 5.864 4.128 -1.667
H 3.501 3.805 -0.959
Cl 3.107 -2.692 0.293
C 1.889 -2.305 1.485
C 2.248 -2.293 2.801
C 1.289 -2.027 3.794
C -0.017 -1.823 3.449
C -0.393 -1.817 2.096
C 0.557 -2.030 1.076
C 0.108 -1.790 -0.282
H 3.279 -2.480 3.070
H 1.591 -1.982 4.832
H -0.758 -1.634 4.213
H -1.443 -1.790 1.830
H -0.882 -2.180 -0.503
H 0.832 -2.002 -1.059
O 0.157 1.003 4.601
Se 0.228 1.599 3.105
O 0.422 3.196 2.998
O 1.364 0.772 2.151
O -1.088 1.095 2.163


A structure of composition C22H18CrN5O2Se2 in a non-equilibrium geometry, computed with ωB97M-V/def2-TZVPD.

Results
M = 594.34 g/mol
Calculated total energy = -7120.865641 hartree
Gap between HOMO and LUMO (spin up / spin down) = 7.037 / 7.275 eV
⟨S²⟩ = 3.823
Spin multiplicity = 4
E_HOMO (spin up / spin down) = -7.7 / -7.9 eV

Atoms and positions in Å:
Cr 0.223 -0.621 -0.459
O 1.957 -0.823 -1.155
C 2.967 -1.613 -0.848
C 4.245 -1.316 -1.342
C 5.330 -2.106 -1.029
C 5.183 -3.234 -0.217
C 3.928 -3.551 0.252
C 2.813 -2.762 -0.049
C 1.477 -3.149 0.405
N 0.348 -2.483 0.231
C -0.696 -3.227 0.772
C -0.185 -4.364 1.283
N 1.179 -4.299 1.040
H 4.345 -0.444 -1.977
H 6.310 -1.848 -1.415
H 6.038 -3.847 0.038
H 3.816 -4.436 0.874
H -1.724 -2.903 0.709
H -0.651 -5.205 1.769
H 1.855 -4.984 1.320
Se -0.723 -1.486 -2.718
C -2.382 -1.785 -1.992
N -3.405 -1.948 -1.470
Se 0.979 0.165 1.791
C 1.047 1.904 0.970
C 0.024 2.836 1.173
C 0.059 4.075 0.544
C 1.126 4.410 -0.282
C 2.155 3.498 -0.479
C 2.116 2.248 0.136
H -0.797 2.585 1.836
H -0.754 4.778 0.698
H 1.158 5.381 -0.765
H 2.998 3.759 -1.111
H 2.914 1.534 -0.022
N -6.085 2.359 0.668
C -4.975 2.883 0.083
O -4.921 4.005 -0.372
C -3.766 1.979 0.046
C -3.553 0.960 0.955
C -2.422 0.179 0.835
N -1.530 0.361 -0.133
C -1.722 1.373 -0.993
C -2.819 2.206 -0.931
H -6.923 2.911 0.622
H -6.181 1.368 0.802
H -4.235 0.772 1.773
H -2.213 -0.619 1.532
H -0.977 1.510 -1.760
H -2.951 3.014 -1.639


The molecule C22H18F2N4 in a non-equilibrium geometry, computed with ωB97M-V/def2-TZVPD.

Results
M = 376.41 g/mol
Calculated total energy = -1267.781311 hartree
Structure (SMILES) = Fc1ccc(/C=C2\CCC[C@@H]3C2=Nc2ncnn2[C@H]3c2ccc(F)cc2)cc1
Gap between HOMO and LUMO = 7.539 eV
E_HOMO = -8.4 eV

Atoms and positions in Å:
F 6.859 -0.619 4.245
C 5.652 -0.780 3.774
C 4.539 0.050 4.220
C 3.199 -0.215 3.653
C 3.116 -1.135 2.526
C 1.900 -1.333 1.757
C 0.930 -0.347 1.341
C 1.093 1.155 1.521
C 0.082 2.020 0.928
C -0.482 1.569 -0.368
C -1.195 0.255 -0.145
C -0.346 -0.809 0.635
N -0.790 -2.044 0.791
C -1.830 -2.392 -0.080
N -2.491 -3.499 -0.327
C -3.370 -3.334 -1.355
N -3.325 -2.124 -1.874
N -2.349 -1.494 -1.069
C -1.614 -0.302 -1.484
C -2.368 0.671 -2.430
C -1.602 1.051 -3.536
C -2.155 1.973 -4.466
C -3.469 2.407 -4.360
F -4.003 3.384 -5.215
C -4.284 1.911 -3.337
C -3.653 1.124 -2.295
C 4.149 -2.090 2.378
C 5.454 -1.870 3.006
H 4.840 0.873 4.793
H 2.336 0.402 3.937
H 1.670 -2.328 1.573
H 1.177 1.508 2.531
H 2.079 1.447 1.155
H 0.540 2.948 0.877
H -0.866 2.134 1.509
H -1.217 2.401 -0.639
H 0.213 1.462 -1.201
H -2.057 0.442 0.473
H -4.031 -4.087 -1.725
H -0.776 -0.675 -2.134
H -0.628 0.617 -3.803
H -1.531 2.377 -5.333
H -5.318 2.120 -3.315
H -4.340 0.714 -1.489
H 4.027 -3.005 1.645
H 6.236 -2.529 2.713


A structure of composition C22H18N14RuS in a non-equilibrium geometry, computed with ωB97M-V/def2-TZVPD.

Results
M = 611.62 g/mol
Calculated total energy = -2108.741208 hartree
Total charge = -1
Gap between HOMO and LUMO (spin up / spin down) = 6.880 / 6.785 eV
⟨S²⟩ = 0.761
Spin multiplicity = 2
E_HOMO (spin up / spin down) = -4.8 / -4.8 eV
ΔE to the lowest compared entry with this formula, charge and spin = 119.9 kcal per mole

Atoms and positions in Å:
Ru -0.094 -0.224 1.651
N -0.409 -0.476 5.961
C -0.483 -0.150 4.611
S -0.622 -1.498 3.476
N -0.539 1.077 4.252
N -0.661 1.200 2.849
C -1.954 0.974 2.417
C -2.405 1.045 1.124
C -3.737 0.557 0.780
C -4.444 1.140 -0.208
C -3.861 2.183 -1.014
C -2.528 2.357 -0.929
N -1.680 1.805 0.141
H 0.142 -1.302 6.134
H -0.115 0.311 6.521
H -2.626 0.536 3.151
H -4.200 -0.155 1.450
H -5.476 0.852 -0.367
H -4.431 2.730 -1.750
H -2.015 3.169 -1.427
N 2.162 -2.735 1.010
C 1.013 -2.756 0.256
N 0.796 -3.622 -0.716
N -0.417 -3.269 -1.206
N -0.887 -2.251 -0.577
N 0.009 -1.894 0.380
C 2.535 -1.726 1.867
N 3.703 -1.687 2.479
N 3.657 -0.551 3.213
N 2.537 0.058 3.046
N 1.795 -0.667 2.177
H 2.838 -3.455 0.833
N -1.396 0.902 -1.005
C -0.231 0.689 -1.510
C 1.061 0.892 -0.802
C 2.102 -0.017 -1.053
C 3.330 0.136 -0.442
C 3.551 1.195 0.435
C 2.532 2.084 0.707
C 1.285 1.940 0.100
C -0.247 0.127 -2.885
C -1.308 -0.687 -3.276
C -1.372 -1.163 -4.577
C -0.385 -0.825 -5.495
C 0.671 -0.012 -5.108
C 0.744 0.458 -3.803
H 1.923 -0.864 -1.704
H 4.111 -0.593 -0.620
H 4.501 1.287 0.945
H 2.683 2.876 1.428
H 0.493 2.641 0.313
H -2.042 -0.972 -2.534
H -2.185 -1.815 -4.869
H -0.433 -1.204 -6.509
H 1.444 0.253 -5.819
H 1.566 1.095 -3.500


A structure of composition C22H18N4O2STl in a non-equilibrium geometry, computed with ωB97M-V/def2-TZVPD.

Results
M = 606.86 g/mol
Calculated total energy = -1789.284419 hartree
Total charge = -1
Gap between HOMO and LUMO (spin up / spin down) = 5.462 / 5.543 eV
E_HOMO (spin up / spin down) = -3.0 / -3.1 eV
ΔE to the lowest compared entry with this formula, charge and spin = 0.0 kcal per mole

Atoms and positions in Å:
Tl -0.275 1.737 1.565
O 3.665 -0.198 3.000
C 2.614 0.096 2.423
O 2.039 1.214 2.364
C 1.940 -1.070 1.663
C 2.639 -2.270 1.534
C 2.074 -3.312 0.827
C 0.816 -3.133 0.267
C 0.188 -1.915 0.451
N 0.728 -0.904 1.135
H 3.612 -2.331 1.998
H 2.602 -4.251 0.709
H 0.329 -3.913 -0.304
H -0.792 -1.740 0.024
C -5.571 0.372 4.588
N -4.552 -0.063 3.660
C -3.254 -0.435 3.977
C -2.639 -0.763 2.829
N -3.571 -0.600 1.815
C -4.760 -0.157 2.321
S -6.182 0.151 1.495
C -3.277 -0.718 0.420
C -3.695 -1.847 -0.264
C -3.350 -1.946 -1.603
C -2.602 -0.932 -2.179
C -2.228 0.151 -1.396
N -2.568 0.259 -0.113
H -5.163 0.322 5.595
H -6.448 -0.269 4.506
H -5.874 1.393 4.360
H -2.880 -0.399 4.984
H -1.622 -1.049 2.627
H -4.278 -2.603 0.242
H -3.656 -2.807 -2.183
H -2.300 -0.977 -3.216
H -1.603 0.954 -1.774
C 0.452 2.042 -0.741
C 1.536 2.713 -1.284
C 2.777 2.850 -0.575
C 3.851 3.498 -1.139
C 3.768 4.063 -2.416
C 2.570 3.954 -3.129
C 1.488 3.294 -2.594
H 2.848 2.424 0.420
H 4.775 3.577 -0.577
H 4.618 4.578 -2.846
H 2.493 4.390 -4.120
H 0.566 3.206 -3.157


What is the M in the third record?
730.97 g/mol